9
Properties=species:S:1:pos:R:3:nbo_charge:R:1 method="wB97M-V/def2-TZVPD" e_above_lowest_kj_mol=129.9 largest_force_ev_per_a=2.5 energy_ha=-780.90173 smiles="C=NC(=O)C(=O)Cl" orbital_gap_ev=10.12
C 0.316 -0.772 1.399 0.03
N -0.483 -0.769 0.432 -0.43
C -0.853 0.272 -0.345 0.56
O -1.873 0.886 -0.200 -0.50
C 0.081 0.469 -1.523 0.47
O 0.118 -0.032 -2.575 -0.43
Cl 1.251 1.606 -0.907 -0.05
H 0.339 -1.697 1.959 0.18
H 1.103 0.038 1.760 0.18

10
Properties=species:S:1:pos:R:3:nbo_charge:R:1 method="wB97M-V/def2-TZVPD" e_above_lowest_kj_mol=0.0 charge=-1 largest_force_ev_per_a=3.7 energy_ha=-519.21133 smiles="C[SiH2]C(=O)[O-]" orbital_gap_ev=7.61
C 1.315 -0.113 -0.656 -1.03
Si 0.013 -0.032 0.787 0.87
C -1.819 -0.099 0.031 0.50
O -2.315 1.042 -0.161 -0.77
O -2.391 -1.201 -0.174 -0.78
H 1.330 -1.020 -1.106 0.21
H 0.993 0.549 -1.435 0.23
H 2.241 0.175 -0.268 0.20
H 0.063 1.414 1.105 -0.21
H 0.571 -0.715 1.878 -0.22